1.
14
Properties=species:S:1:pos:R:3:forces:R:3 method="wB97M-V/def2-TZVPD" homo_lumo_gap_ev="10.2 / 4.4" total_energy_ev=-8258.248 lumo_ev="-3.858 / -9.689" spin_multiplicity=2 charge=+1 s2=0.7544
C -1.418129 -0.431043 -0.086097 1.596 1.904 -2.969
C -0.213949 0.539268 -0.059052 0.470 -1.623 0.436
C 1.197134 -0.239973 -0.020451 -0.111 3.165 1.207
N 2.059187 0.911248 0.227411 -0.020 -1.343 -1.249
O 1.390747 -1.418448 -0.022623 -0.065 0.674 0.103
N -2.672054 0.343266 -0.130259 0.950 -1.725 4.569
H -1.296151 -1.089473 -1.018135 -0.647 0.433 1.498
H -1.331288 -1.029074 0.838132 -0.842 -0.321 0.081
H -0.127425 1.072625 -1.003342 -0.493 0.476 0.116
H -0.215476 1.194319 0.855604 -0.136 -0.501 -1.155
H 3.035528 0.787639 0.540672 -0.761 -0.141 -0.791
H 1.891773 1.647999 -0.507140 0.618 -0.984 1.459
H -3.440356 -0.273833 0.119532 -1.026 -0.258 -1.400
H -2.742850 1.046271 0.669197 0.466 0.244 -1.904



2.
91
Properties=species:S:1:pos:R:3:forces:R:3 method="wB97M-V/def2-TZVPD" homo_lumo_gap_ev=2.1 total_energy_ev=-86747.226 lumo_ev=-3.581
In 5.951750 -0.569825 -4.341484 -0.474 0.022 0.529
Na 3.737478 -1.224443 2.339852 -0.188 -0.076 -0.644
Na 2.007656 -5.013766 -1.730470 0.196 0.719 0.084
P 6.453626 -4.183293 -0.157627 -0.408 0.019 0.405
O 5.335919 -4.494950 0.886460 0.390 0.934 -0.817
O 5.922543 -4.579156 -1.553846 0.612 -0.168 0.989
O 7.744436 -4.899132 0.357935 -1.116 1.040 -1.279
O 6.789282 -2.652285 -0.181676 -0.179 -1.417 0.563
S 1.127940 -0.443737 -1.742855 1.752 4.802 -1.446
O 2.396726 0.154294 -1.222977 1.115 0.297 0.978
O 0.515527 -1.188967 -0.719665 -2.278 -2.840 3.402
O 0.307237 0.669894 -2.250628 -0.678 0.158 0.350
O 1.514058 -1.241334 -2.867157 0.940 -3.210 -2.889
C 4.038080 6.792922 -3.790137 1.177 -0.357 0.528
C 4.961826 5.542382 -3.771997 -0.387 -0.252 2.003
C 5.724892 5.366710 -2.401097 1.340 -0.031 -2.644
O 6.693297 4.297613 -2.613499 0.279 -0.945 1.794
C 7.486842 3.974077 -1.409314 -0.523 1.096 -0.236
N 4.207752 4.325846 -3.919490 -0.088 -0.669 -0.805
H 3.690957 6.921751 -4.815318 -0.166 0.342 0.202
H 4.583890 7.652612 -3.401389 0.157 0.359 -0.552
H 3.214159 6.712991 -3.080997 -0.233 -0.459 -0.239
H 5.713855 5.581665 -4.560050 0.031 0.167 0.020
H 5.031776 5.164572 -1.584506 0.180 0.189 0.164
H 6.365225 6.248214 -2.368966 -0.433 0.480 1.089
H 8.545161 4.200187 -1.539500 -0.041 0.401 -0.414
H 7.506962 2.962030 -1.005006 -0.788 -0.544 -0.887
H 7.123423 4.551067 -0.558957 0.019 0.324 -0.053
H 3.499289 4.264423 -3.202267 -0.206 -0.120 0.023
H 3.747346 4.319261 -4.818424 -0.283 -0.157 -0.036
C -1.087764 0.641485 6.844839 1.063 -0.604 1.781
C 0.421087 0.213136 6.609246 -1.767 1.257 -1.821
C 1.062866 -0.844529 7.492476 -1.204 0.223 0.085
O 1.176988 -0.161185 8.691233 0.750 0.517 1.977
C 2.181820 -0.699909 9.540361 -1.090 0.449 0.751
N 0.458161 -0.038838 5.167595 1.201 -0.670 -0.836
H -1.778294 -0.113182 6.468349 0.065 -0.050 -0.050
H -1.337093 1.612208 6.416320 0.364 -0.129 -0.351
H -1.257384 0.758348 7.915209 -0.227 -0.076 0.165
H 1.016468 1.106915 6.795785 0.125 -0.003 -0.074
H 2.050351 -1.201064 7.199464 -0.054 0.061 -0.743
H 0.400426 -1.682691 7.708708 -0.060 -0.550 -0.569
H 3.137635 -0.217920 9.334942 0.303 -0.643 -0.285
H 2.110582 -1.787202 9.569062 0.690 -0.187 -0.540
H 1.939790 -0.452856 10.574021 -0.170 0.440 0.000
H 0.310465 0.813263 4.645859 0.214 0.319 0.156
H -0.322388 -0.602492 4.862441 -0.086 -0.387 0.229
C -3.139688 -8.864726 -2.206488 0.049 -0.849 -0.659
C -3.441923 -7.349735 -2.185589 0.161 -0.963 -1.633
C -4.935891 -7.069585 -2.573835 -1.042 0.707 0.885
O -5.441759 -7.840379 -3.613502 -0.836 -2.049 -0.836
C -6.812243 -7.598584 -3.977139 0.472 1.282 -0.616
N -2.912435 -6.754046 -0.990762 -0.405 0.140 0.496
H -3.694856 -9.551452 -1.567478 -0.750 0.550 0.232
H -2.128242 -9.209643 -1.991775 0.475 1.018 0.219
H -3.269549 -9.252226 -3.216974 -0.425 0.131 -0.089
H -2.831876 -6.939166 -2.990184 -0.045 0.039 -0.291
H -5.243443 -6.076589 -2.901707 1.213 1.027 0.422
H -5.574174 -7.203535 -1.700480 0.037 -0.389 0.636
H -7.528129 -7.237475 -3.238761 0.383 -0.721 1.093
H -7.264053 -8.409849 -4.547929 0.514 -0.288 0.330
H -6.852799 -6.722189 -4.623968 0.360 0.135 -0.589
H -3.141850 -5.772018 -0.935444 -0.043 0.184 0.091
H -3.310874 -7.215142 -0.185319 -0.053 0.087 0.300
C -4.648459 0.568252 1.403948 0.378 0.765 0.400
C -4.909894 -0.871444 1.673023 0.612 -0.958 -0.652
O -3.700705 -1.547822 2.072270 -0.711 0.053 0.570
H -5.559812 1.076069 1.088268 0.181 0.119 -0.223
H -3.834520 0.666144 0.685609 -0.329 0.024 -0.550
H -4.233238 1.087425 2.267749 -0.335 -0.048 0.385
H -5.238011 -1.341441 0.745915 -0.204 -0.040 -0.229
H -5.716428 -1.064228 2.380437 0.391 0.061 0.426
H -2.985650 -1.200246 1.534230 0.100 0.021 -0.172
C -4.383810 2.842315 -7.256666 -0.090 0.290 0.029
C -3.935211 3.290321 -5.828633 -1.047 -1.051 -1.204
O -4.129339 2.123731 -4.961517 0.742 1.813 -0.552
H -4.398217 3.625822 -8.014300 0.177 0.400 0.218
H -5.422412 2.521910 -7.174486 -0.127 0.076 0.257
H -3.908977 1.993761 -7.749190 0.624 -0.033 0.592
H -4.570139 4.144996 -5.595159 -0.394 -0.243 0.537
H -2.931362 3.682068 -5.664543 0.250 -0.267 -0.625
H -3.210917 2.069232 -4.687440 -0.114 -1.018 0.785
C -0.066482 5.812508 3.367348 0.922 0.999 0.255
C 0.270818 5.384505 1.926843 -1.560 0.109 0.199
O 1.399018 4.579824 1.996206 1.511 -0.490 0.999
H 0.629312 5.315337 4.043209 -0.367 -0.448 0.066
H -1.097159 5.761678 3.718371 0.013 -0.565 -0.337
H 0.200110 6.857424 3.526025 0.014 0.252 -0.194
H 0.408144 6.267683 1.302942 0.258 0.051 -0.131
H -0.611899 4.873936 1.541843 0.100 -0.351 -0.314
H 1.686396 3.991464 1.294177 -0.899 0.371 -0.580



3.
64
Properties=species:S:1:pos:R:3:forces:R:3 method="wB97M-V/def2-TZVPD" homo_lumo_gap_ev="7.3 / 5.1" total_energy_ev=-117524.873 lumo_ev="-2.849 / -5.196" spin_multiplicity=5 charge=+1 s2=6.0266
Os -0.798712 1.203173 0.449012 0.449 -1.012 -1.269
N 5.193409 0.744966 -5.116875 -0.089 0.054 0.032
C 4.649352 0.831929 -3.863323 0.065 -0.064 -0.140
C 4.998916 1.882745 -3.008281 0.026 0.077 0.057
C 4.432060 1.986503 -1.755890 -0.024 -0.050 -0.008
C 3.511302 1.031403 -1.337019 0.062 -0.001 -0.027
C 3.151272 -0.022434 -2.174620 0.072 0.123 -0.035
C 3.712937 -0.118100 -3.428451 -0.040 -0.045 0.011
S 2.800994 1.158070 0.245702 -0.114 0.139 -0.033
O 2.589023 -0.151848 0.789192 -0.038 -0.173 0.036
O 3.490046 2.156680 1.000871 0.020 -0.031 0.040
N 1.247210 1.696168 -0.049263 0.353 0.187 -0.076
C 0.964360 2.900826 -0.596544 -0.248 -0.037 -0.087
N -0.400110 3.030650 -0.648556 0.266 0.143 0.105
C -0.912254 4.193783 -1.046191 -0.195 -0.229 -0.051
C -0.084077 5.205947 -1.468366 -0.044 0.148 -0.068
C 1.282245 4.955549 -1.443295 0.177 -0.122 0.038
N 1.820940 3.821967 -1.003417 -0.024 0.117 -0.098
H 5.978864 1.321702 -5.357537 0.006 -0.027 0.018
H 5.067295 -0.091490 -5.656530 0.025 -0.008 0.019
H 5.723654 2.617917 -3.335457 0.000 0.001 0.001
H 4.697881 2.796902 -1.091761 -0.010 -0.009 0.003
H 2.435398 -0.758579 -1.839885 -0.070 -0.066 0.048
H 3.437217 -0.933844 -4.085810 0.002 0.001 0.005
H -1.991304 4.284783 -1.037156 0.004 0.006 0.014
H -0.478958 6.149077 -1.811598 -0.009 -0.003 0.004
H 1.982835 5.707494 -1.787344 0.012 0.007 0.003
Cl -3.626034 1.472872 0.451549 -0.480 0.159 -0.097
C -3.850647 1.618218 2.172342 0.173 0.017 -0.093
C -5.129152 1.451464 2.662854 0.016 0.014 0.001
C -5.342405 1.583520 4.025295 0.017 0.013 0.088
C -4.289405 1.880507 4.875754 -0.128 -0.007 0.044
C -3.014907 2.039394 4.366837 0.222 0.045 0.151
Cl -1.725093 2.404843 5.458418 -0.108 -0.031 -0.078
C -2.757861 1.904875 2.997607 0.200 -0.087 -0.231
S -1.100656 2.110114 2.421158 -0.562 0.886 1.404
H -5.941327 1.230264 1.985837 -0.008 0.003 -0.008
H -6.338308 1.459149 4.427379 0.001 -0.001 -0.001
H -4.446176 1.990290 5.939260 -0.011 -0.003 -0.002
C 1.337434 -4.623864 -0.743484 -0.039 0.023 -0.035
C 1.638257 -3.320007 -0.042785 -0.001 0.024 -0.033
C 1.487650 -3.376573 1.458575 -0.030 -0.001 -0.019
O 0.796115 -2.253278 -0.647948 0.044 0.047 -0.037
P -0.623768 -1.765680 -0.267949 0.331 -0.217 0.326
S -1.146234 -0.308655 -1.519604 -0.092 0.500 -0.111
S -0.712954 -0.800122 1.541868 -0.037 -0.451 0.264
O -1.467776 -3.071877 -0.258351 -0.081 -0.115 -0.114
C -2.838568 -3.373722 0.182390 -0.034 -0.051 -0.038
C -3.793677 -2.249150 -0.129163 -0.020 0.069 0.006
C -2.808806 -3.765361 1.640496 0.017 0.016 0.072
H 2.077947 -5.366411 -0.446659 0.009 -0.004 0.013
H 1.387892 -4.503606 -1.825136 0.006 -0.005 0.009
H 0.348807 -4.993864 -0.473760 -0.008 -0.010 -0.007
H 2.638163 -2.972303 -0.293419 0.009 0.050 -0.012
H 0.484469 -3.699668 1.749298 0.011 0.005 -0.001
H 1.717733 -2.415572 1.912460 0.021 0.041 0.012
H 2.194559 -4.113341 1.841480 -0.010 0.002 0.007
H -3.081590 -4.242111 -0.426157 0.011 -0.031 -0.035
H -3.574930 -1.371438 0.481315 -0.019 0.000 -0.002
H -4.804740 -2.583226 0.103189 -0.021 0.012 0.003
H -3.755478 -1.966887 -1.180699 -0.016 -0.021 0.014
H -2.628811 -2.899511 2.280172 0.005 -0.023 -0.011
H -2.039255 -4.513964 1.826709 -0.010 -0.005 -0.005
H -3.772252 -4.197276 1.911236 -0.012 0.011 0.018



4.
46
Properties=species:S:1:pos:R:3:forces:R:3 method="wB97M-V/def2-TZVPD" homo_lumo_gap_ev="5.4 / 5.2" total_energy_ev=-83518.071 lumo_ev="-12.649 / -13.190" spin_multiplicity=2 charge=+3 s2=0.8361
I -0.045314 -1.559721 -3.987652 0.299 1.263 1.162
I -0.276997 2.525760 -4.144176 0.152 -1.086 0.899
V -0.107112 0.585052 -2.622142 1.169 -0.858 -1.237
P -2.220035 0.099963 -1.724675 -3.221 0.026 -0.041
C -3.136054 1.590376 -1.215591 0.824 0.476 -0.025
C -3.087420 -0.371095 -3.256326 0.304 -0.255 -0.353
H -4.149206 -0.458817 -3.030001 -0.087 0.133 0.036
H -3.940970 -1.277930 -0.782835 0.359 0.194 -0.138
H -2.696826 -1.339918 -3.590470 -0.412 0.259 0.069
H -2.296011 -2.000381 -0.528822 -0.279 0.030 0.137
H -2.919990 2.419462 -1.895359 -0.211 -0.004 0.159
H -2.935808 0.369545 -4.043533 -0.084 -0.092 -0.030
C -2.890966 -1.081306 -0.518662 1.157 -0.501 0.532
H -4.206357 1.356384 -1.224715 0.205 -0.048 -0.007
H -2.833146 -0.628453 0.480342 0.009 -0.187 -0.274
H -2.812257 1.852765 -0.202277 -0.204 0.094 -0.132
P 2.208634 0.211471 -1.739928 2.771 0.193 -0.045
C 3.088862 1.719502 -1.181350 -0.987 0.546 -0.082
C 2.900025 -0.963130 -0.512153 -1.246 -0.550 0.455
H 2.858709 -1.224634 -3.571258 0.270 0.277 0.050
H 4.214778 -0.201441 -2.981151 -0.027 0.034 0.032
H 2.960851 0.500709 -4.037901 0.091 -0.132 0.006
C 3.154990 -0.220822 -3.238828 -0.620 -0.138 -0.405
H 2.330036 -1.897116 -0.534603 0.257 0.014 0.104
H 3.960010 -1.147144 -0.746002 -0.381 0.254 -0.247
H 4.171448 1.542168 -1.192252 -0.286 -0.181 -0.070
H 2.766824 1.968554 -0.163558 0.145 -0.002 -0.165
H 2.820737 -0.539038 0.498433 -0.052 -0.072 -0.351
H 2.844386 2.558901 -1.839302 0.205 0.011 0.114
C -0.013406 1.695152 -0.864813 0.112 4.443 2.164
O 0.038312 2.759588 -0.379786 -0.208 -4.449 -1.826
O 0.093536 1.654931 3.058993 -0.043 -1.456 1.175
C 0.062812 0.478057 3.668178 -0.072 0.988 -1.245
C 0.066617 0.406540 5.083989 0.061 -0.221 1.156
C 0.017466 -0.832746 5.705990 0.074 0.765 -0.423
C -0.020069 -2.014323 4.935887 -0.023 0.431 0.723
C -0.019650 -1.957032 3.542146 0.024 0.850 -1.460
C 0.010462 -0.738275 2.889371 0.015 -0.613 0.639
C -0.007565 -0.688978 1.400246 0.076 -2.181 -1.225
O 0.007753 -1.741747 0.729167 -0.071 2.017 0.762
O -0.037054 0.512388 0.910803 -0.032 0.438 -0.977
H 0.043163 1.440411 2.055220 0.028 0.021 0.326
H 0.115235 1.340267 5.658476 -0.048 -0.430 -0.275
H 0.018133 -0.893537 6.786473 -0.009 0.009 -0.036
H -0.056393 -2.967476 5.429736 0.009 -0.263 0.153
H -0.045163 -2.842876 2.916653 -0.012 -0.044 0.217



5.
74
Properties=species:S:1:pos:R:3:forces:R:3 method="wB97M-V/def2-TZVPD" homo_lumo_gap_ev=4.2 total_energy_ev=-37103.303 lumo_ev=-0.963
C 3.898883 -3.754672 1.178204 0.170 0.630 0.076
C 4.312610 -2.304370 0.845945 0.501 -0.306 -0.621
C 3.868623 -1.825645 -0.555310 -0.292 0.061 1.175
C 2.480208 -1.199367 -0.463647 0.084 -0.841 0.381
N 2.499006 0.083442 0.260429 -0.254 1.206 -0.150
C 1.195119 0.555593 0.510913 0.938 -0.544 0.391
N 0.637927 0.123794 1.602993 -1.038 -0.243 -0.403
C -0.623642 0.616951 2.185061 -0.234 0.565 0.101
O -1.770992 0.168475 1.554161 0.303 0.588 -0.286
C -2.783993 1.178401 1.788716 -0.292 -0.126 0.456
C -4.203707 0.706056 1.484927 0.573 0.460 -0.194
C -4.897619 1.691588 0.549850 -0.259 -0.219 0.124
N 0.681158 1.461388 -0.381063 -0.160 -0.921 -0.067
O -0.617042 1.256634 -0.841331 -0.024 0.671 0.495
C -0.621007 0.258463 -1.876162 -0.343 -0.530 -0.222
C -0.921924 -1.142860 -1.371769 0.195 0.180 0.324
N -2.318664 -1.426857 -1.137819 -0.380 0.248 -0.941
C -2.693334 -2.816636 -1.381230 -0.155 -0.422 0.969
C -2.871738 -3.590669 -0.061042 -0.278 -0.460 -0.360
C -4.211256 -3.343305 0.631790 0.420 0.660 0.525
O -1.760080 -3.373401 0.784322 0.199 0.074 0.071
C 1.255664 2.793451 -0.369873 0.763 0.344 -0.442
C 1.027773 3.513723 -1.692973 -1.429 0.195 0.071
C -0.341964 4.252066 -1.683734 0.296 -0.420 0.235
C 2.742822 2.554635 0.038518 -0.262 -0.244 1.094
N 3.621583 3.617527 -0.419299 0.003 0.194 -0.002
C 3.279987 1.172490 -0.387028 0.252 0.682 -0.944
C 3.383667 1.127562 -1.917788 0.020 -0.473 -0.282
H 4.772738 -4.300565 1.520355 -0.036 -0.166 0.167
H 3.527193 -4.271606 0.296879 -0.191 -0.059 0.001
H 3.152866 -3.764383 1.965888 -0.176 -0.279 -0.007
H 3.969484 -1.594891 1.595178 -0.074 0.038 0.120
H 5.400909 -2.256671 0.862305 0.080 0.065 0.097
H 3.788809 -2.701046 -1.193796 0.194 0.107 -0.365
H 4.612655 -1.125129 -0.919898 -0.044 -0.003 -0.395
H 1.895356 -1.894774 0.142476 -0.195 0.019 0.033
H 1.964509 -1.161449 -1.421876 0.105 0.342 -0.237
H 1.130167 -0.605531 2.107008 -0.030 -0.018 -0.107
H -0.589898 1.710954 2.117928 0.285 0.081 -0.133
H -0.594127 0.367646 3.250328 -0.110 -0.364 -0.032
H -2.559542 2.084187 1.211851 0.336 -0.111 -0.237
H -2.730706 1.444228 2.846542 0.015 -0.004 0.104
H -4.736052 0.672920 2.428578 -0.107 -0.443 0.038
H -4.130311 -0.290268 1.065070 -0.190 -0.203 0.008
H -4.394920 1.777528 -0.412805 0.058 -0.020 -0.101
H -5.929753 1.385476 0.382577 -0.043 -0.015 -0.136
H -4.942214 2.682898 1.001177 0.067 0.122 0.000
H -1.356172 0.578771 -2.615741 -0.191 0.160 0.130
H 0.333243 0.222021 -2.393047 0.276 0.337 0.104
H -0.368382 -1.267753 -0.438804 -0.008 -0.265 0.062
H -0.474884 -1.842939 -2.090769 -0.012 -0.081 -0.102
H -2.875468 -0.846434 -1.754944 0.058 0.080 0.103
H -3.643890 -2.886532 -1.909665 -0.044 0.201 -0.128
H -1.960898 -3.366413 -1.982252 0.246 0.236 -0.110
H -2.850213 -4.647739 -0.353927 0.105 -0.078 0.020
H -4.930520 -2.837526 -0.006238 -0.158 -0.160 -0.240
H -4.050596 -2.677044 1.486319 -0.020 0.068 0.152
H -4.636204 -4.253119 1.044034 -0.077 -0.128 -0.106
H -2.044392 -2.887948 1.578058 -0.148 0.073 0.144
H 0.786936 3.364298 0.439039 -0.023 0.179 0.000
H 1.791007 4.253608 -1.894944 0.416 -0.295 -0.099
H 0.964719 2.763576 -2.475958 0.493 0.007 -0.211
H -0.978063 3.812401 -0.919735 -0.213 0.053 0.007
H -0.223483 5.308352 -1.460899 -0.024 0.117 -0.015
H -0.860807 4.136968 -2.630810 0.009 0.144 -0.116
H 2.732960 2.558348 1.140074 -0.053 -0.271 0.046
H 3.315499 4.494288 -0.005564 -0.011 0.001 -0.159
H 4.555855 3.471000 -0.047933 -0.033 -0.100 -0.059
H 4.292330 1.130758 0.017650 0.049 -0.207 0.102
H 3.584824 2.107613 -2.337368 0.027 0.189 0.196
H 4.184730 0.476547 -2.258463 0.072 -0.091 0.057
H 2.477833 0.758654 -2.388153 -0.191 0.036 0.035
O -3.014517 -1.487569 3.607003 0.186 -0.265 -0.091
H -2.606665 -0.950180 2.931536 0.009 -0.040 -0.115